1.
The ion C10H17N2 with charge +1 in a non-equilibrium geometry. Source: the Open Molecules 2025 dataset; level of theory: ωB97M-V with the def2-TZVPD basis set.

Calculated values
HOMO-LUMO gap = 8.18 eV
Charge = +1
Relative energy (zero: lowest compared OMol25 entry of this formula, charge and spin) = 51.7 kcal/mol
Calculated total energy = -500.38614 Ha
SMILES = C=[N+](C)[C@@H]1[C@H]2CC[C@]1(C)C(C)=N2
Multiplicity = 1

Geometry as XYZ:
```
29
Properties=species:S:1:pos:R:3:lowdin_charge:R:1
C 1.54 -0.51 -0.82 -0.260
C 0.70 0.76 -0.45 -0.170
C 2.46 -0.44 0.40 -0.085
C 1.35 -0.25 1.56 -0.078
C -0.35 2.47 -1.70 0.233
C 0.07 -0.01 0.73 -0.407
C -0.17 -1.43 0.18 -0.343
C -1.13 0.60 1.42 -0.011
C -1.30 -2.32 0.54 0.011
C -0.97 0.18 -1.96 0.025
N 0.71 -1.65 -0.69 0.136
N -0.14 1.24 -1.49 -0.063
H 2.19 -0.64 -1.73 0.174
H 1.24 1.47 -0.02 0.116
H 2.90 -1.36 0.76 0.115
H 3.27 0.25 0.35 0.111
H 1.18 -0.94 2.44 0.147
H 1.76 0.68 2.14 0.151
H -1.05 2.80 -2.51 0.155
H 0.31 3.12 -1.19 0.119
H -1.12 0.55 2.57 0.131
H -2.05 0.34 0.95 0.065
H -0.99 1.73 1.26 0.110
H -1.62 -2.03 1.63 0.132
H -1.05 -3.30 0.42 0.049
H -2.24 -2.21 -0.08 0.119
H -1.36 -0.55 -1.27 0.090
H -0.45 -0.34 -2.66 0.089
H -1.83 0.52 -2.60 0.142
```

2.
The molecule C10H17N3O4 in a non-equilibrium geometry. Source: the Open Molecules 2025 dataset; level of theory: ωB97M-V with the def2-TZVPD basis set.

Calculated values
HOMO-LUMO gap = 9.46 eV
Charge = 0
Relative energy (zero: lowest compared OMol25 entry of this formula, charge and spin) = 71.4 kcal/mol
Calculated total energy = -856.43776 Ha
SMILES = NC(=O)CC[C@H](N)C(=O)N1CCC[C@H]1C(=O)O
Multiplicity = 1

Geometry as XYZ:
```
34
Properties=species:S:1:pos:R:3:lowdin_charge:R:1
C -1.63 0.02 -1.01 -0.283
C -0.82 -1.04 -0.28 -0.450
C -1.81 1.25 -0.07 -0.076
C -2.45 1.01 1.37 -0.046
C -1.55 1.69 2.48 -0.461
C 1.36 0.25 -1.03 -0.150
C 1.33 -0.28 -2.43 -0.514
C 2.70 0.31 -0.39 -0.125
C 2.59 -0.58 0.87 -0.161
C 1.44 -1.53 0.75 -0.103
H -2.83 -1.19 -2.49 0.074
H -3.05 -1.23 -0.82 0.066
H -0.81 0.31 -1.65 0.101
H -2.41 1.92 -0.51 0.077
H -0.78 1.49 0.17 0.085
H -2.59 -0.05 1.50 0.102
H -3.41 1.48 1.36 0.098
H -0.06 0.41 1.85 0.042
H 0.25 1.11 3.27 0.133
H 0.92 1.23 -1.06 0.140
H 3.10 1.30 -0.16 0.120
H 3.51 -0.09 -1.07 0.137
H 2.50 0.27 1.69 0.144
H 3.51 -1.17 1.00 0.114
H 0.83 -1.98 1.52 0.119
H 1.66 -2.32 0.09 0.108
H 1.78 -1.74 -3.55 0.154
N -2.78 -0.67 -1.63 0.075
N -0.33 1.15 2.43 0.163
N 0.47 -0.65 -0.04 0.008
O -1.32 -1.92 0.41 0.071
O -1.94 2.49 3.40 -0.011
O 1.03 0.38 -3.38 0.135
O 1.56 -1.59 -2.60 0.116
```

3.
The molecule C10H17N3O6 in a non-equilibrium geometry. Source: the Open Molecules 2025 dataset; level of theory: ωB97M-V with the def2-TZVPD basis set.

Calculated values
HOMO-LUMO gap = 9.73 eV
Charge = 0
Relative energy (zero: lowest compared OMol25 entry of this formula, charge and spin) = 139.4 kcal/mol
Calculated total energy = -1006.83357 Ha
SMILES = NC(=O)CC[C@H](NC(=O)[C@@H](N)CCC(=O)O)C(=O)O
Multiplicity = 1

Geometry as XYZ:
```
36
Properties=species:S:1:pos:R:3:lowdin_charge:R:1
C -0.71 2.14 0.42 -0.302
C 0.08 0.85 0.25 -0.403
C -2.11 2.17 -0.48 -0.162
C -1.97 2.36 -1.95 -0.162
C -1.05 3.51 -2.43 -0.471
C -0.02 -1.44 1.35 -0.228
C -1.17 -2.11 2.06 -0.296
C 1.52 -1.77 1.64 -0.039
C 2.28 -2.19 0.29 -0.128
C 1.82 -3.42 -0.40 -0.269
H 0.68 3.68 0.96 0.146
H 0.96 2.90 -0.54 0.105
H -1.31 2.34 1.40 0.158
H -2.53 1.14 -0.38 0.118
H -2.67 3.02 0.09 0.135
H -1.58 1.30 -2.36 0.165
H -3.02 2.50 -2.40 0.140
H -2.62 4.60 -1.64 0.161
H -1.08 0.29 1.80 0.104
H -0.25 -1.86 0.37 0.140
H 2.15 -0.99 2.14 0.119
H 1.70 -2.53 2.51 0.143
H 3.30 -2.23 0.52 0.094
H 2.24 -1.66 -0.60 0.102
H 2.72 -4.88 -1.59 0.091
H 3.75 -3.66 -1.34 0.071
H -0.33 -3.62 1.60 0.057
N 0.12 3.29 0.04 0.008
N -0.35 -0.05 1.22 0.092
N 2.97 -4.12 -0.98 0.149
O 0.92 0.65 -0.64 0.050
O 0.13 3.60 -2.75 0.076
O -1.87 4.64 -2.38 0.009
O -2.24 -1.31 2.33 -0.017
O 0.45 -3.75 -0.42 -0.095
O -0.91 -3.41 2.31 0.139
```

4.
The molecule C10H17NO in a non-equilibrium geometry. Source: the Open Molecules 2025 dataset; level of theory: ωB97M-V with the def2-TZVPD basis set.

Calculated values
HOMO-LUMO gap = 7.67 eV
Charge = 0
Relative energy (zero: lowest compared OMol25 entry of this formula, charge and spin) = 46.3 kcal/mol
Calculated total energy = -521.12415 Ha
SMILES = C=C1[C@@H](C)C(CC)=C(OC)N1C
Multiplicity = 1

Geometry as XYZ:
```
29
Properties=species:S:1:pos:R:3:lowdin_charge:R:1
C -0.25 0.45 0.18 -0.143
C -0.88 -0.72 0.46 -0.267
C 1.38 -1.20 0.39 -0.255
C 2.44 -1.99 0.46 0.050
C 1.24 0.27 0.11 -0.253
C 1.84 0.58 -1.27 -0.033
C 0.08 2.98 0.31 -0.083
C -0.27 -3.14 0.26 -0.015
C -3.19 -0.24 0.38 -0.096
C -0.89 1.81 0.04 -0.202
N 0.05 -1.75 0.51 -0.048
O -2.14 -1.09 0.57 -0.025
H 2.35 -3.01 0.53 0.014
H 3.47 -1.53 0.37 0.085
H 1.77 0.88 0.92 0.171
H 2.87 0.15 -1.31 0.084
H 2.03 1.59 -1.22 0.019
H 1.29 0.33 -2.19 0.104
H 0.54 2.86 1.26 0.062
H -0.60 3.81 0.37 0.070
H 0.84 3.12 -0.37 0.035
H 0.14 -3.28 -0.69 0.080
H 0.11 -3.87 0.94 0.089
H -1.30 -3.08 0.17 0.065
H -4.06 -0.86 0.39 0.085
H -3.16 0.58 -0.49 0.146
H -3.36 0.37 1.24 0.078
H -1.25 2.04 -0.98 0.110
H -1.79 1.87 0.61 0.074
```

5.
The molecule C10H17OP in a non-equilibrium geometry. Source: the Open Molecules 2025 dataset; level of theory: ωB97M-V with the def2-TZVPD basis set.

Calculated values
HOMO-LUMO gap = 10.24 eV
Charge = 0
Relative energy (zero: lowest compared OMol25 entry of this formula, charge and spin) = 26.7 kcal/mol
Calculated total energy = -807.72989 Ha
SMILES = CP1[C@@]2(C)CC[C@]1(C)CC(=O)C2
Multiplicity = 1

Geometry as XYZ:
```
29
Properties=species:S:1:pos:R:3:lowdin_charge:R:1
C 2.44 0.02 -0.41 -0.438
C 1.75 1.29 -0.81 -0.097
C 1.67 -1.16 -0.95 -0.160
C 0.48 0.82 1.33 -0.147
C 0.58 -0.70 1.24 -0.158
C 0.25 1.22 -0.14 -0.583
C 0.34 -1.22 -0.22 -0.616
C -0.33 2.62 -0.30 -0.098
C -0.23 -2.62 -0.19 -0.075
C -2.23 -0.04 -0.35 -0.228
O 3.49 -0.08 0.23 0.082
P -0.61 -0.02 -1.24 1.101
H 2.39 2.09 -0.43 0.124
H 1.40 1.42 -1.90 0.129
H 1.65 -1.18 -1.99 0.083
H 2.34 -2.15 -0.71 0.185
H -0.36 1.10 1.93 0.100
H 1.50 1.07 1.81 0.156
H 1.53 -0.91 1.61 0.093
H -0.15 -1.12 1.89 0.106
H -1.40 2.62 -0.38 0.049
H 0.05 3.21 -1.24 0.121
H -0.25 3.33 0.45 0.046
H -1.42 -2.72 -0.24 0.122
H -0.03 -3.18 0.66 0.062
H 0.07 -3.14 -1.01 0.035
H -2.79 0.69 -0.72 -0.012
H -2.15 0.09 0.67 0.034
H -2.68 -0.92 -0.35 -0.015
```

6.
A cluster of 2 separate species, C10H17P in total in a non-equilibrium geometry. Source: the Open Molecules 2025 dataset; level of theory: ωB97M-V with the def2-TZVPD basis set.

Calculated values
HOMO-LUMO gap (spin up / spin down) = 6.78 / 7.52 eV
Charge = 0
Relative energy (zero: lowest compared OMol25 entry of this formula, charge and spin) = 39.6 kcal/mol
Calculated total energy = -732.28332 Ha
Multiplicity = 3

Geometry as XYZ:
```
28
Properties=species:S:1:pos:R:3:lowdin_charge:R:1
C 2.34 2.21 0.35 -0.186
C 1.84 1.49 -0.47 0.080
C 0.11 -2.35 -0.58 -0.643
C 3.17 3.13 1.10 -0.095
C -0.65 -3.57 -0.17 -0.169
C 0.74 -2.39 -1.71 -0.035
C -2.75 -0.03 -0.30 -0.109
C -0.58 1.41 1.32 -0.184
C -1.35 0.47 -0.78 -0.301
C -0.48 0.27 0.41 -0.696
P 0.31 -1.19 0.84 1.030
H 3.84 3.51 0.36 0.073
H 3.74 2.44 1.74 0.090
H 2.89 3.89 1.77 0.058
H -0.27 -4.50 -0.75 0.108
H -1.76 -3.35 -0.49 0.096
H -0.80 -3.49 0.94 0.041
H 0.94 -3.35 -2.12 0.049
H 1.24 0.75 -0.93 0.005
H 1.26 -1.60 -2.22 0.051
H -3.00 0.52 0.63 0.063
H -2.64 -1.10 0.07 0.066
H -3.60 -0.03 -1.09 0.102
H -1.35 1.20 2.11 0.077
H -0.93 2.42 0.75 0.136
H 0.32 1.65 1.96 0.072
H -1.11 -0.01 -1.78 0.109
H -1.47 1.60 -0.96 0.113
```